(1)
A cluster of 2 separate species, C5H16N2 in total, computed with the ωB97M-V functional and the def2-TZVPD basis.

- Charge: +1
- Lowest unoccupied orbital energy (spin up / spin down): -3.70 / -3.70 eV
- Spin multiplicity: 2
- ΔE to the lowest compared entry with this formula, charge and spin: 47.0 kcal/mol
- Highest occupied orbital energy (spin up / spin down): -0.33658 / -0.48117 Eh

Structure (XYZ):
```
23
Properties=species:S:1:pos:R:3:forces:R:3:nbo_charge:R:1
C -0.434402 0.930936 -0.190994 -0.4 -0.9 -0.3 -0.4618
C -1.072703 -0.295261 -0.868351 1.5 -1.9 1.1 -0.4073
H -0.777297 4.007623 0.457110 -0.6 -0.5 0.1 0.4443
H 3.347048 -2.257529 0.648064 -1.8 -0.1 -0.4 0.3678
H -2.054688 2.334827 -0.773287 0.6 -0.2 2.1 0.2558
H 2.944209 -1.261931 -0.400685 -0.4 0.3 -1.2 0.3622
H 0.711596 -1.583950 1.346556 -0.3 -0.5 0.3 0.1694
N 2.502087 -2.078917 -0.000823 4.5 -0.8 1.8 -1.0154
H 0.445489 1.252756 -0.803191 -0.9 0.6 0.4 0.2253
H 0.006257 0.476709 0.720754 -0.3 0.6 -0.1 0.2225
H -1.873294 -0.618168 -0.203188 -0.3 -0.1 -0.2 0.2021
H -1.457053 -0.282811 -1.910923 0.4 0.7 0.7 0.2244
C -1.537116 1.977639 0.198340 1.4 -0.3 -1.3 -0.2218
H 0.200096 2.915378 1.017010 -0.6 -0.5 0.4 0.4462
H -2.178599 1.593840 0.988048 -0.4 -0.4 -0.7 0.2333
C 0.378948 -2.255977 0.569252 -1.7 2.2 -2.3 -0.3504
H 2.631782 -2.895829 -0.597099 -0.2 0.5 -0.6 0.3801
C 0.027182 -1.598529 -0.818098 -3.6 0.5 0.1 -0.4459
H -1.189655 3.322281 1.891918 0.1 -0.4 -0.3 0.4487
H 0.775981 -1.247750 -1.530598 0.5 -0.4 0.4 0.1913
H 0.118641 -3.292138 0.690324 0.1 0.0 0.3 0.2027
H -0.696954 -2.242096 -1.389356 1.3 -0.2 0.4 0.2185
N -0.817556 3.098896 0.959216 1.0 1.9 -0.8 -0.6920
```
Forces are in eV/Å.

=====

(2)
The molecule CH3Cl3Si, computed with the ωB97M-V functional and the def2-TZVPD basis.

- Charge: 0
- Lowest unoccupied orbital energy: 0.02 eV
- ΔE to the lowest compared entry with this formula, charge and spin: 103.2 kcal/mol
- Highest occupied orbital energy: -0.39771 Eh

Structure (XYZ):
```
8
Properties=species:S:1:pos:R:3:forces:R:3:nbo_charge:R:1
H -0.878334 0.144164 -1.540321 0.2 0.0 0.2 0.2467
Cl -1.995081 1.177038 0.234809 0.2 0.2 0.0 -0.0154
Si 0.869880 0.315652 0.359235 0.4 -3.2 -0.6 1.1810
H 0.705294 0.491689 1.790922 0.0 0.2 0.2 -0.1448
C -0.849259 -0.000516 -0.459612 0.1 -0.3 0.1 -0.6569
H 1.602611 1.317004 -0.400127 0.2 0.2 0.0 -0.1528
Cl -1.448565 -1.654623 -0.161196 0.1 0.2 0.0 0.0030
Cl 1.993452 -1.790408 0.176289 -1.2 2.8 0.1 -0.4607
```
Forces are in eV/Å.